Record 1
{"formula": "C8H12N2S", "method": "ωB97M-V with the def2-TZVPD basis set", "total_charge": 0, "homo_lumo_gap_ev": [7.76, 7.76], "e_homo_ev": [-8.42, -8.42], "elements": ["C", "C", "C", "C", "C", "C", "C", "C", "N", "N", "S", "H", "H", "H", "H", "H", "H", "H", "H", "H", "H", "H", "H"], "coordinates": [[-1.97634, -2.37569, 0.61514], [1.41685, -0.14367, 1.15369], [0.25231, 1.54039, -0.16285], [1.57394, 0.84412, 0.15424], [-0.79257, 0.38957, -0.26852], [2.43043, 0.22137, -0.98007], [-2.23113, 0.96762, -0.37777], [-0.68040, -1.89733, 0.85904], [-2.99087, -2.74415, 0.28521], [-0.66336, -0.49489, 0.85659], [2.10031, -1.21781, 2.01806], [0.08302, 2.26829, 0.70485], [0.11702, 2.11461, -1.07977], [2.29751, 1.63296, 0.64007], [-0.58211, -0.16301, -1.22130], [2.48566, 0.92008, -1.77197], [2.00035, -0.74342, -1.31937], [3.48134, -0.00643, -0.78267], [-2.46850, 1.79256, -1.15832], [-2.46349, 1.38584, 0.56954], [-3.15312, 0.33283, -0.60068], [-0.28017, -2.25763, 1.78524], [0.04333, -2.36620, 0.08162]]}



Record 2
{"formula": "C26H29N3O2S", "method": "ωB97M-V with the def2-TZVPD basis set", "total_charge": 0, "homo_lumo_gap_ev": 8.33, "smiles": "COc1ccc(NC(=S)N2CCN(C(c3ccccc3)c3ccccc3)CC2)c(OC)c1", "e_homo_ev": -7.68, "elements": ["C", "O", "C", "C", "C", "C", "N", "C", "S", "N", "C", "C", "N", "C", "C", "C", "C", "C", "C", "C", "C", "C", "C", "C", "C", "C", "C", "C", "C", "O", "C", "C", "H", "H", "H", "H", "H", "H", "H", "H", "H", "H", "H", "H", "H", "H", "H", "H", "H", "H", "H", "H", "H", "H", "H", "H", "H", "H", "H", "H", "H"], "coordinates": [[-6.40353, -0.93062, -2.23042], [-5.70212, -1.21321, -1.04399], [-4.61682, -0.44501, -0.73772], [-4.13480, 0.60462, -1.50162], [-3.01475, 1.30931, -1.08511], [-2.35622, 0.97350, 0.08267], [-1.22817, 1.61536, 0.59926], [-0.22986, 2.29617, -0.01429], [-0.21726, 2.62018, -1.64246], [0.78008, 2.73651, 0.78784], [0.91179, 2.35995, 2.17968], [1.59724, 0.97669, 2.25653], [2.54111, 0.78401, 1.16696], [2.10649, 0.01056, 0.00032], [1.20757, -1.15689, 0.33076], [0.03716, -1.34768, -0.39175], [-0.77136, -2.44347, -0.14519], [-0.41874, -3.35866, 0.83084], [0.74699, -3.17477, 1.55709], [1.55918, -2.08527, 1.30449], [3.32229, -0.56738, -0.69894], [3.27916, -0.79878, -2.06716], [4.36026, -1.36733, -2.71624], [5.49702, -1.70901, -2.00368], [5.54700, -1.47741, -0.63963], [4.46444, -0.91260, 0.01037], [3.13250, 2.04653, 0.77476], [2.08208, 3.05365, 0.23091], [-2.85916, -0.08551, 0.87061], [-2.16635, -0.33650, 2.03169], [-2.60853, -1.38704, 2.85614], [-3.97454, -0.78035, 0.45859], [-7.21368, -1.65695, -2.27396], [-6.82390, 0.08007, -2.21744], [-5.76516, -1.04687, -3.11200], [-4.61235, 0.89521, -2.42252], [-2.64942, 2.12250, -1.68778], [-1.04178, 1.27868, 1.53384], [1.54160, 3.12247, 2.64741], [-0.04632, 2.37425, 2.70108], [0.85481, 0.17744, 2.23342], [2.14748, 0.89938, 3.20348], [1.57428, 0.63896, -0.72978], [-0.24802, -0.63693, -1.15432], [-1.67930, -2.57570, -0.71562], [-1.04562, -4.21804, 1.02278], [1.02691, -3.88834, 2.31870], [2.47164, -1.94494, 1.86355], [2.39457, -0.52868, -2.62622], [4.31624, -1.54125, -3.78146], [6.34218, -2.15149, -2.51038], [6.43332, -1.73866, -0.07938], [4.50329, -0.71916, 1.07148], [3.88994, 1.85788, 0.01292], [3.63311, 2.45914, 1.65564], [2.35595, 4.07631, 0.51039], [2.01110, 3.00428, -0.85641], [-2.57024, -2.34478, 2.33069], [-1.91701, -1.41127, 3.69734], [-3.62344, -1.20592, 3.22277], [-4.38230, -1.59771, 1.02923]]}



Record 3
{"formula": "C9H14O", "method": "ωB97M-V with the def2-TZVPD basis set", "total_charge": 0, "homo_lumo_gap_ev": 9.45, "smiles": "Cc1ccc(O)cc1.CC", "e_homo_ev": -8.59, "elements": ["C", "C", "C", "C", "C", "O", "C", "C", "H", "H", "H", "H", "H", "H", "H", "H", "C", "C", "H", "H", "H", "H", "H", "H"], "coordinates": [[-2.43832, -1.12000, -0.79906], [-1.02197, -1.64359, -0.49342], [-0.19713, -2.08141, -1.55303], [1.03172, -2.59191, -1.29160], [1.72034, -2.56724, -0.04480], [3.06383, -2.72624, 0.23926], [0.93284, -2.06734, 1.06287], [-0.45446, -1.76759, 0.75449], [-2.95115, -1.64352, -1.53312], [-2.44464, -0.13967, -1.33197], [-3.00487, -1.01363, 0.07768], [-0.55839, -2.13928, -2.63867], [1.51650, -3.02414, -2.06053], [3.14093, -3.26713, 0.99131], [1.19521, -1.73519, 2.05307], [-0.94939, -1.40102, 1.68748], [0.79807, 3.67495, 0.99487], [-0.44905, 4.03147, 0.31039], [1.65172, 4.25354, 0.66872], [0.75521, 4.02381, 1.97994], [0.96164, 2.62874, 0.76748], [-0.37023, 5.05493, -0.09399], [-1.43783, 3.88405, 0.79559], [-0.49057, 3.37739, -0.54297]]}



Record 4
{"formula": "C28H24BrN3O7PtSe2", "method": "ωB97M-V with the def2-TZVPD basis set", "total_charge": 0, "homo_lumo_gap_ev": 5.74, "e_homo_ev": -6.89, "elements": ["Pt", "Br", "C", "C", "C", "C", "O", "C", "C", "N", "C", "C", "C", "C", "C", "C", "C", "C", "N", "C", "C", "H", "H", "H", "H", "H", "H", "H", "H", "H", "H", "O", "C", "C", "C", "O", "C", "Se", "C", "Se", "H", "H", "H", "H", "H", "H", "H", "H", "H", "H", "O", "C", "O", "C", "C", "C", "C", "C", "C", "N", "O", "O", "H", "H", "H", "H"], "coordinates": [[-0.45714, -1.12119, 1.26572], [1.37096, 2.72810, 7.39645], [0.99150, 2.07414, 5.65943], [0.54459, 2.96328, 4.65989], [0.24372, 2.50810, 3.41020], [0.37790, 1.13331, 3.05854], [0.08251, 0.77668, 1.84781], [0.84006, 0.26122, 4.07967], [1.01901, -1.11514, 3.85077], [0.73441, -1.73234, 2.74993], [1.04276, -3.10841, 2.60875], [2.10935, -3.75868, 3.16253], [2.30899, -5.13202, 2.89828], [1.43476, -5.83323, 2.11548], [0.31113, -5.18132, 1.55334], [-0.66410, -5.81743, 0.74362], [-1.72091, -5.10255, 0.27110], [-1.82843, -3.73041, 0.58216], [-0.92985, -3.10749, 1.30974], [0.13957, -3.81732, 1.79879], [1.13566, 0.75610, 5.37702], [0.43757, 4.01500, 4.89015], [-0.10359, 3.18877, 2.64703], [1.40306, -1.70976, 4.67854], [2.82479, -3.21922, 3.76935], [3.16955, -5.62910, 3.32459], [1.60130, -6.88012, 1.89730], [-0.55681, -6.87030, 0.51294], [-2.48043, -5.55805, -0.34658], [-2.66820, -3.14312, 0.24516], [1.47855, 0.06763, 6.13967], [-2.88468, 5.53592, -2.54305], [-2.16217, 4.57272, -3.30312], [-1.46092, 3.59623, -2.35174], [-0.66414, 2.57523, -3.17273], [-1.39533, 2.00341, -4.25078], [-0.50884, 4.38687, -1.44900], [0.18947, 3.25479, -0.02786], [-2.53349, 2.89834, -1.50325], [-1.86942, 2.16412, 0.19600], [-3.41403, 6.06569, -3.14407], [-1.40462, 5.06619, -3.92450], [-2.82974, 4.00953, -3.95826], [-0.29346, 1.79765, -2.49940], [0.20009, 3.06809, -3.62398], [-1.97511, 1.31809, -3.90506], [-1.03914, 5.22511, -1.00389], [0.34888, 4.76618, -2.00692], [-2.97248, 2.05967, -2.04695], [-3.31787, 3.60854, -1.25986], [-1.78650, -2.50973, -1.88358], [-1.18859, -1.52550, -1.47089], [-1.55066, -0.80232, -0.45095], [-0.01815, -1.00531, -2.27678], [-0.08880, -1.12438, -3.66285], [0.91265, -0.60522, -4.47115], [2.00376, 0.03019, -3.89969], [2.06929, 0.11598, -2.52150], [1.08252, -0.38755, -1.70074], [3.20269, 0.84716, -1.91128], [3.19818, 0.98927, -0.70862], [4.06542, 1.26952, -2.65497], [-0.94323, -1.62772, -4.09516], [0.84356, -0.69184, -5.54677], [2.79885, 0.45269, -4.49600], [1.19380, -0.30275, -0.62801]]}



Energy relative to the best compared isomer or geometry (same formula, charge and spin)
In order: 374.6, 16.1, 192.8, 113.1
Unit: kJ/mol